Entry 1:
17
Properties=species:S:1:pos:R:3 method="wB97M-V/def2-TZVPD" homo_energy_ev="-16.85 / -16.85" charge=+2
C -2.436 -1.035 0.119
C -2.604 0.123 0.822
C 0.035 -1.456 0.298
C -0.013 0.226 -1.376
C 1.559 0.192 0.501
N -1.241 -1.736 0.125
N 0.523 -0.225 -0.150
Br -3.870 -1.897 -0.884
Br -4.173 1.069 0.974
Br 1.118 -2.909 0.852
H -0.659 1.096 -1.178
H 0.780 0.666 -1.903
H -0.747 -0.544 -1.834
H 1.870 -0.356 1.374
H 2.119 1.088 0.247
H -1.752 0.494 1.559
H -1.382 -2.722 0.027

=====

Entry 2:
13
Properties=species:S:1:pos:R:3 method="wB97M-V/def2-TZVPD" homo_energy_ev="-11.98 / -11.98" charge=+1
C -1.041 1.770 -0.082
C -1.978 0.917 -0.216
C 0.436 -1.166 -0.329
C 0.465 1.197 -0.020
N 0.677 -0.136 0.451
N 0.812 -2.449 -0.125
I -3.553 -0.177 -0.298
H -1.161 2.744 0.288
H 0.807 1.089 -1.014
H 0.911 2.075 0.497
H 1.193 -0.294 1.283
H 0.773 -3.081 -0.867
H 1.661 -2.489 0.432

=====

Entry 3:
41
Properties=species:S:1:pos:R:3 method="wB97M-V/def2-TZVPD" homo_energy_ev=-9.02
C -1.501 -0.750 -2.532
C -0.444 -1.222 -1.607
N 0.738 -1.618 -2.033
N 1.430 -1.982 -0.949
C 0.724 -1.843 0.192
C -0.505 -1.331 -0.195
S -1.896 -1.076 0.866
O -3.109 -1.224 0.117
O -1.692 -1.903 2.023
N -1.882 0.492 1.429
C -0.739 0.908 2.201
H -0.082 0.044 2.286
C -0.028 2.092 1.515
N -0.267 2.043 0.095
C 0.595 1.724 -0.902
O 0.267 1.837 -2.074
C 1.946 1.231 -0.594
C 2.917 0.967 -1.529
C 4.019 0.440 -0.824
C 3.645 0.412 0.485
O 2.398 0.884 0.638
H 4.161 0.099 1.372
H 4.957 0.127 -1.233
H 2.823 1.131 -2.581
C -1.651 2.300 -0.250
H -1.853 3.377 -0.189
C -2.578 1.528 0.716
H -3.384 1.036 0.173
H -3.017 2.210 1.453
H -1.791 1.983 -1.283
H -0.451 3.035 1.882
H 1.036 2.086 1.736
H -1.058 1.197 3.211
C 1.262 -2.230 1.518
H 1.878 -1.435 1.939
H 0.429 -2.428 2.190
H 1.876 -3.124 1.428
H 2.370 -2.331 -1.052
H -2.465 -0.772 -2.032
H -1.522 -1.384 -3.415
H -1.265 0.263 -2.857

=====

Entry 4:
99
Properties=species:S:1:pos:R:3 method="wB97M-V/def2-TZVPD" homo_energy_ev=-7.37 charge=-1
O 0.589 -2.157 -2.735
C 0.241 -1.488 -1.785
O -0.676 -1.792 -0.942
B -0.837 -0.794 0.087
O 0.055 0.336 -0.329
C 0.807 -0.052 -1.356
O 1.681 0.623 -1.904
O -0.600 -1.269 1.488
C -1.700 -0.973 2.269
O -1.874 -1.184 3.438
C -2.792 -0.344 1.305
O -2.244 -0.300 0.127
O -3.916 0.042 1.619
O -2.493 1.545 4.328
H -1.722 1.577 4.894
H -2.577 0.622 4.087
O 1.024 -4.879 -2.775
H 0.745 -3.966 -2.852
H 1.979 -4.843 -2.828
C -0.091 -2.707 5.537
C -1.321 -2.442 6.358
O -1.931 -3.714 6.697
O 1.095 -3.238 6.212
H 0.136 -1.744 5.080
H -0.376 -3.377 4.726
H -2.064 -1.852 5.823
H -1.093 -1.979 7.319
H -2.750 -3.453 7.125
H 1.644 -3.806 5.665
C 1.309 4.414 -2.152
C -0.192 4.562 -1.787
O -0.736 3.455 -1.034
O 1.474 3.250 -2.962
H 1.986 4.386 -1.297
H 1.565 5.286 -2.753
H -0.769 4.848 -2.667
H -0.367 5.420 -1.138
H -1.046 2.880 -1.738
H 1.500 2.552 -2.303
C 3.741 0.998 -5.397
C 3.478 -0.181 -4.404
O 4.110 -0.106 -3.185
O 5.081 1.430 -5.598
H 3.210 1.841 -4.955
H 3.325 0.775 -6.379
H 3.898 -1.068 -4.877
H 2.444 -0.491 -4.249
H 3.509 0.151 -2.482
H 5.089 2.383 -5.477
C -1.011 -4.753 0.994
C 0.259 -4.403 1.712
O 1.277 -5.360 1.484
O -1.611 -5.842 1.701
H -0.836 -5.005 -0.052
H -1.671 -3.902 1.161
H 0.099 -4.285 2.784
H 0.628 -3.411 1.451
H 2.117 -5.017 1.797
H -2.049 -5.397 2.431
C -0.406 -0.727 -5.933
C -1.428 -0.553 -6.981
O -2.753 -0.570 -6.443
O -0.713 -1.797 -5.072
H -0.163 0.118 -5.289
H 0.555 -1.057 -6.328
H -1.270 -1.384 -7.669
H -1.359 0.351 -7.586
H -2.958 -1.382 -5.974
H -0.019 -1.866 -4.412
C 4.903 2.477 1.075
C 4.131 1.589 0.028
O 3.220 0.806 0.724
O 3.915 3.357 1.541
H 5.693 3.079 0.627
H 5.318 1.879 1.886
H 4.802 1.000 -0.599
H 3.580 2.167 -0.714
H 2.482 1.407 0.847
H 3.457 2.763 2.140
C -6.144 1.843 0.355
C -6.492 2.086 1.799
O -5.454 1.915 2.661
O -6.127 0.447 0.092
H -5.186 2.274 0.064
H -6.823 2.272 -0.382
H -7.361 1.482 2.061
H -6.911 3.089 1.875
H -4.895 1.316 2.161
H -5.455 0.059 0.656
C 1.317 1.423 3.220
C 0.578 2.537 2.490
O 0.944 2.482 1.137
O 2.645 1.755 3.598
H 1.263 0.511 2.625
H 0.802 1.267 4.167
H 0.811 3.483 2.977
H -0.483 2.290 2.445
H 0.293 2.865 0.545
H 2.942 1.150 4.281

=====

Entry 5:
57
Properties=species:S:1:pos:R:3 method="wB97M-V/def2-TZVPD" homo_energy_ev=-8.37
O -5.694 -1.403 2.736
C -5.874 -0.947 1.644
O -4.976 -0.354 0.882
I -3.698 0.843 1.871
O -7.098 -1.098 1.015
C -7.842 0.036 0.910
F -7.900 0.462 -0.352
F -9.092 -0.243 1.288
F -7.377 1.015 1.678
C -2.025 -3.486 -0.188
C -1.591 -2.118 0.277
O -2.315 -1.399 0.956
N -0.360 -1.689 -0.086
C 0.641 -2.378 -0.886
H -3.028 -3.676 0.181
H -2.037 -3.534 -1.277
H -1.356 -4.253 0.202
H -0.139 -0.763 0.256
H 1.554 -2.493 -0.305
H 0.862 -1.776 -1.770
H 0.289 -3.355 -1.201
C 2.858 0.981 -0.845
C 1.979 1.210 0.361
O 0.822 1.589 0.263
N 2.520 0.975 1.583
C 3.859 0.522 1.901
H 2.286 1.209 -1.739
H 3.732 1.633 -0.812
H 3.178 -0.062 -0.886
H 1.882 1.145 2.344
H 3.806 -0.421 2.446
H 4.358 1.263 2.530
H 4.445 0.373 1.001
C -4.646 4.449 -1.691
C -3.674 4.362 -0.538
O -4.044 4.170 0.606
N -2.351 4.498 -0.822
C -1.725 4.722 -2.111
H -5.652 4.318 -1.305
H -4.580 5.423 -2.176
H -4.446 3.664 -2.421
H -1.756 4.423 -0.013
H -1.037 3.904 -2.331
H -1.159 5.655 -2.089
H -2.466 4.780 -2.900
C 5.665 -2.412 -1.358
C 4.859 -2.414 -0.082
O 3.663 -2.153 -0.071
N 5.508 -2.719 1.069
C 6.910 -3.052 1.251
H 5.010 -2.153 -2.183
H 6.469 -1.676 -1.303
H 6.089 -3.399 -1.545
H 4.913 -2.706 1.881
H 6.997 -4.048 1.686
H 7.372 -2.335 1.930
H 7.442 -3.034 0.307

=====

Entry 6:
39
Properties=species:S:1:pos:R:3 method="wB97M-V/def2-TZVPD" homo_energy_ev="-14.56 / -15.84" multiplicity=3 charge=+2 s2=2.0316
Ti 0.170 -0.053 0.951
P 0.585 2.476 1.390
P 2.005 -1.768 1.720
N -1.422 0.635 0.129
N -0.769 -1.776 0.563
H -3.027 -0.020 -1.093
H -2.869 -2.251 0.664
H -3.301 -0.033 0.726
C -2.572 -0.226 -0.091
H -2.170 -2.123 -1.002
C -2.131 -1.695 0.029
H -2.037 1.933 -1.445
H -0.792 -3.830 0.306
C -1.130 1.681 -0.832
C -0.169 -2.977 0.638
H -1.279 3.532 0.264
C -0.492 2.898 -0.124
H 0.163 3.427 -0.800
H 3.238 -1.919 1.030
H 2.306 -2.236 3.042
H 1.779 3.185 1.073
H 0.099 3.451 2.276
O 1.280 0.216 -0.527
C 0.892 0.543 -1.823
C 1.871 1.555 -2.414
C 0.664 -0.732 -2.631
H -0.297 1.237 -1.573
H 1.671 2.611 -2.085
H 2.914 1.294 -2.195
H 1.754 1.559 -3.499
H -0.029 -1.476 -2.204
H 0.410 -0.542 -3.686
H 1.661 -1.230 -2.578
C 1.099 -3.161 1.115
H 1.485 -4.168 1.099
N -0.301 0.005 3.130
H 0.478 0.066 3.808
H -0.801 -0.874 3.314
H -0.933 0.785 3.337

=====

In order of appearance, ΔE to the lowest compared entry with this formula, charge and spin = 20.23, 502.92, 55.46, 86.46, 0.00, 139.36 kJ/mol.
In order of appearance, largest force on an atom = 3.85, 4.58, 1.40, 2.97, 1.85, 4.11 eV/Å.